(1)
Formula: CH2O2S
Source: the Open Molecules 2025 dataset
Level of theory: wB97M-V/def2-TZVPD

Cartesian coordinates (Å):
O  0.30646  -1.96621  1.67573
S  0.68659  -1.67892  0.34834
C  0.95249  -0.07619  -0.30110
O  -0.14422  -0.55631  -0.79749
H  -1.00626  2.04190  -0.14796
H  -0.79505  2.23573  -0.77752

Calculated values
LUMO energy = -0.034 Ha
Gap between HOMO and LUMO = 9.0 eV
E_HOMO = -9.886 eV
Electronic energy = -15994.194 eV
Energy above the lowest of the compared OMol25 structures with the same formula, charge and spin = 5.7417 eV
SMILES string = O=S1#CO1.[H][H]

=====

(2)
Formula: C5H13N
Source: the Open Molecules 2025 dataset
Level of theory: wB97M-V/def2-TZVPD

Cartesian coordinates (Å):
C  0.82347  -0.74107  1.62307
N  -0.14066  -0.13767  0.73640
C  -0.56200  1.16270  1.12479
C  1.20714  0.12154  -1.31328
C  -0.05209  -0.43773  -0.69190
C  -1.37770  -0.11165  -1.40886
H  1.17689  -1.71221  1.29662
H  0.44400  -0.78534  2.64281
H  1.69323  -0.06535  1.59619
H  -1.41634  1.46874  0.51716
H  -0.73882  1.23734  2.19918
H  0.04693  2.06092  0.91324
H  1.31966  -0.38811  -2.28103
H  1.35595  1.18324  -1.49199
H  2.10439  -0.28659  -0.83043
H  -0.06895  -1.52125  -0.84759
H  -1.61295  -0.83497  -2.19414
H  -1.61117  0.80217  -1.97193
H  -2.14732  -0.12669  -0.62753

Calculated values
Net charge = +1
LUMO energy (spin up / spin down) = -0.102 / -0.268 Ha
Gap between HOMO and LUMO (spin up / spin down) = 13.0 / 9.1 eV
E_HOMO (spin up / spin down) = -15.760 / -16.424 eV
2S+1 = 2
Electronic energy = -6877.174 eV
Energy above the lowest of the compared OMol25 structures with the same formula, charge and spin = 0.5862 eV

=====

(3)
Formula: C22H49InN2P3SSe
Source: the Open Molecules 2025 dataset
Level of theory: wB97M-V/def2-TZVPD

Cartesian coordinates (Å):
In  -4.35938  0.66252  -1.64009
P  -1.80021  -1.63208  0.19134
P  1.60631  -0.31357  1.52661
P  1.24229  -1.09127  -1.76114
H  -4.22455  3.13590  -4.60941
C  -3.92758  2.08085  -4.70700
C  -3.31198  1.26713  -3.76294
H  -2.52739  1.75295  -3.21400
C  -3.24199  -1.40178  1.30948
C  -0.94675  -2.97841  1.12676
C  -2.53558  -2.66329  -1.14736
C  2.85908  1.03394  1.63822
C  0.85430  -0.04553  3.17318
C  2.70483  -1.75054  1.90382
C  0.86093  -0.94863  -3.56452
C  1.66537  -2.87369  -1.73897
C  2.93750  -0.41573  -1.84084
H  -4.14328  1.79380  -5.74364
H  -3.35876  0.13110  -3.88987
H  -3.70161  -0.40948  1.16422
H  -2.88798  -1.48295  2.34799
H  -3.97679  -2.18958  1.10817
H  -0.62210  -2.60535  2.11358
H  -0.07307  -3.34745  0.56220
H  -1.66559  -3.80231  1.26835
H  -3.10530  -2.05768  -1.86783
H  -3.17969  -3.41458  -0.67352
H  -1.71376  -3.18135  -1.66334
H  3.51520  0.85340  2.50200
H  2.34392  1.99699  1.75528
H  3.45130  1.08059  0.71661
H  1.63010  -0.01292  3.95142
H  0.13420  -0.84076  3.40534
H  0.30903  0.90648  3.17909
H  3.23618  -1.56997  2.84790
H  3.43142  -1.90083  1.09419
H  2.09500  -2.65948  1.99002
H  1.71499  -1.37134  -4.11976
H  0.71008  0.08657  -3.88576
H  -0.05810  -1.52523  -3.79622
H  2.27079  -3.08067  -2.62367
H  0.75191  -3.47273  -1.76439
H  2.22940  -3.11229  -0.83559
H  3.41719  -0.82099  -2.73822
H  3.52406  -0.71411  -0.96678
H  2.92720  0.67833  -1.89782
C  0.51740  3.09349  -2.83689
C  -0.64033  3.56554  -3.44476
C  -0.65053  3.72844  -4.82010
C  0.52534  3.56695  -5.55123
C  1.74961  3.27040  -4.92937
C  1.73870  3.04080  -3.53703
Se  0.36691  2.25824  -1.15405
H  0.62208  0.89021  -1.84641
H  -1.55287  3.70269  -2.89245
H  -1.55394  4.02670  -5.33838
H  0.51274  3.64004  -6.64428
H  2.69675  3.29656  -5.46407
H  2.62522  2.75490  -3.02883
C  0.35488  3.48531  4.69712
C  -1.01674  3.51077  4.04033
N  -1.06228  2.56119  2.89422
C  -2.32636  2.19180  2.47044
S  -2.86605  2.34190  0.85322
N  -3.10677  1.63898  3.43812
C  -2.56098  0.83709  4.54504
C  -3.61565  0.57356  5.62016
H  0.62886  2.47762  5.03295
H  0.30499  4.12984  5.57884
H  1.14904  3.86432  4.04128
H  -1.82283  3.24262  4.74886
H  -1.23199  4.52934  3.65573
H  -0.53806  2.90407  2.09170
H  -4.02255  1.36758  3.09507
H  -2.13713  -0.11286  4.15475
H  -1.70537  1.38517  4.96499
H  -4.41858  -0.06076  5.23114
H  -3.10936  0.07617  6.46052
H  -4.04080  1.51772  5.98337

Calculated values
Net charge = +3
LUMO energy (spin up / spin down) = -0.446 / -0.403 Ha
Gap between HOMO and LUMO (spin up / spin down) = 3.9 / 4.9 eV
E_HOMO (spin up / spin down) = -16.021 / -15.852 eV
Electronic energy = -135780.639 eV
Energy above the lowest of the compared OMol25 structures with the same formula, charge and spin = 1.7432 eV

=====

(4)
Formula: C6H8N2S
Source: the Open Molecules 2025 dataset
Level of theory: wB97M-V/def2-TZVPD

Cartesian coordinates (Å):
H  2.10459  0.41967  2.86696
N  1.79937  0.25385  1.90692
C  1.55841  1.09631  1.01180
C  1.18183  0.82620  -0.33674
S  1.98669  1.41641  -1.61021
C  -0.22911  -0.29174  -0.61744
C  -1.14949  -0.52020  0.57428
C  -0.92661  -1.39162  1.53170
C  -0.92509  0.08153  -1.81917
N  -0.49849  -0.13765  -2.96068
H  -1.12106  0.18851  -3.77565
H  1.49727  2.18094  1.20116
H  0.46791  -1.13143  -0.67224
H  -1.96108  0.18587  0.38961
H  -1.75586  -1.76056  2.13974
H  -0.05522  -1.94372  1.59319
H  -1.97409  0.52763  -1.42323

Calculated values
LUMO energy = -0.022 Ha
Gap between HOMO and LUMO = 7.9 eV
E_HOMO = -8.466 eV
Electronic energy = -20162.785 eV
Energy above the lowest of the compared OMol25 structures with the same formula, charge and spin = 4.2567 eV
SMILES string = [H]/N=C/C(=S)[C@@H](C=C)/C=N/[H]

=====

(5)
Formula: C21H24N3O7PS
Source: the Open Molecules 2025 dataset
Level of theory: wB97M-V/def2-TZVPD

Cartesian coordinates (Å):
C  3.49489  5.24674  0.84754
C  3.07339  4.09771  0.94518
C  2.23819  2.78382  0.96137
C  1.10444  2.56227  1.92247
C  0.79184  3.74283  2.91550
O  0.48598  4.96609  2.17824
O  -0.57017  4.60479  1.37335
C  0.33660  1.22097  1.87484
C  -0.82371  0.95126  2.90631
C  -2.06930  0.15599  2.31498
P  -2.96881  1.04061  0.93130
O  -2.38580  2.39455  0.63251
O  -2.94203  0.01244  -0.42335
C  -3.36220  -1.33241  -0.06767
C  -2.11933  -2.31607  -0.26961
O  -4.60819  1.11888  1.37193
C  -5.13496  2.46281  1.21511
C  -5.35284  2.77213  -0.34424
C  0.71529  0.16487  0.87520
C  1.84538  0.44195  -0.09869
N  2.28637  -0.44232  -1.11430
S  3.54787  0.40767  -1.85416
N  3.70110  1.86034  -1.03202
C  2.65259  1.74150  -0.08861
H  3.69818  6.29726  0.49912
H  -0.12088  3.55968  3.57421
H  1.64910  3.93330  3.64504
H  -1.37760  4.94065  1.82630
H  -0.37348  0.29395  3.72806
H  -1.22185  1.87380  3.41864
H  -2.82185  0.04640  3.16885
H  -1.72717  -0.89058  2.06974
H  -4.15576  -1.67518  -0.81451
H  -3.84007  -1.41929  0.95409
H  -2.40117  -3.32855  -0.68835
H  -1.41848  -1.79790  -1.00144
H  -1.52145  -2.50542  0.67298
H  -6.18057  2.46482  1.67669
H  -4.55071  3.26199  1.75714
H  -5.16912  1.84410  -0.97161
H  -4.57150  3.52841  -0.65130
H  -6.37209  3.23327  -0.54086
H  0.20860  -0.83518  0.80425
C  4.77220  -3.84812  -4.11592
C  4.83444  -5.17475  -3.70359
C  3.87392  -5.67922  -2.83614
C  2.85254  -4.84646  -2.39149
C  2.78761  -3.51763  -2.79312
C  3.75367  -3.02006  -3.65856
N  1.82194  -5.38165  -1.49525
O  1.92060  -6.54761  -1.14789
O  0.92225  -4.63172  -1.15098
H  5.52084  -3.45824  -4.79784
H  5.63130  -5.81685  -4.06148
H  3.93243  -6.71426  -2.52157
H  1.99689  -2.86283  -2.44592
H  3.71068  -1.98552  -3.98048

Calculated values
LUMO energy = -0.042 Ha
Gap between HOMO and LUMO = 7.3 eV
E_HOMO = -8.434 eV
Electronic energy = -61083.391 eV

=====

(6)
Formula: C29H56AlBeBr2Cl3IN6O7
Source: the Open Molecules 2025 dataset
Level of theory: wB97M-V/def2-TZVPD

Cartesian coordinates (Å):
C  0.40902  -8.51401  1.89985
C  -0.02671  -8.20134  0.62532
C  -0.32701  -6.79051  0.29355
O  -1.67389  -6.60837  -0.25188
C  -1.86125  -5.45419  -0.90121
O  -1.64462  -5.35088  -2.08373
N  -2.40396  -4.33461  -0.16027
C  -1.88438  -3.08572  -0.69973
C  -0.37822  -2.95761  -0.72054
N  0.11448  -2.56306  0.60349
C  1.13644  -1.48835  0.50266
C  2.39075  -1.86393  -0.27046
C  0.57321  -3.67789  1.37571
C  -0.12895  -3.85146  2.69864
O  1.45007  -4.43579  1.02740
C  -3.86662  -4.42012  -0.29890
I  -4.72342  -6.00467  0.88991
C  -4.55720  -3.12811  0.08847
C  -4.30249  -2.68531  1.53592
H  1.39826  -8.93788  2.06402
H  -0.29053  -8.36193  2.72004
H  -0.17803  -8.95738  -0.14097
H  0.41146  -6.43644  -0.43121
H  -0.23178  -6.18378  1.19397
H  -2.23096  -2.22881  -0.10465
H  -2.29553  -2.96122  -1.73070
H  -0.13758  -2.11668  -1.37459
H  0.13621  -3.81724  -1.15189
H  1.42460  -1.13788  1.48741
H  0.66382  -0.65525  -0.01240
H  2.98771  -2.59244  0.27427
H  2.18019  -2.32567  -1.23717
H  3.04168  -1.00497  -0.40942
H  0.50601  -4.46880  3.33291
H  -0.28772  -2.88785  3.17363
H  -1.06491  -4.39133  2.55028
H  -4.14042  -4.68644  -1.32324
H  -4.27244  -2.32762  -0.64406
H  -5.62769  -3.26554  -0.05092
H  -5.18575  -2.93328  2.11938
H  -4.18778  -1.60534  1.63343
H  -3.45428  -3.20973  1.96696
Be  1.70793  -7.23495  3.65353
C  0.86969  3.18610  2.87627
C  0.62500  1.70393  2.71452
O  0.78891  1.12796  1.64629
N  0.22141  1.02296  3.81568
C  -0.01572  1.53454  5.15642
H  1.20176  3.59011  1.92945
H  -0.04618  3.67942  3.20337
H  1.65668  3.36273  3.61616
H  0.07864  0.03946  3.65222
H  0.63965  1.02896  5.86579
H  -1.05010  1.34590  5.44552
H  0.17256  2.60040  5.20395
C  -1.67279  -1.48518  -5.22996
Cl  -1.09213  -0.43348  -3.93034
Cl  -1.66066  -3.16994  -4.75953
Cl  -3.31415  -0.98859  -5.74542
H  -1.00078  -1.35755  -6.06968
Br  -0.88872  4.96682  1.33208
C  5.10892  -4.63972  -3.20621
C  6.44989  -4.42227  -2.90957
C  6.85540  -4.30649  -1.59208
C  5.92021  -4.41577  -0.56361
C  4.57750  -4.63797  -0.86043
C  4.17269  -4.74594  -2.17899
H  4.79316  -4.72869  -4.23765
H  7.17503  -4.34351  -3.70789
H  7.89626  -4.13097  -1.35850
H  6.23923  -4.32772  0.46680
H  3.85234  -4.72513  -0.06161
H  3.12820  -4.91492  -2.41357
N  6.07895  -1.11152  -0.40503
O  7.24439  -1.44039  -0.21545
O  5.63535  -1.02524  -1.54830
O  5.34418  -0.86948  0.55476
N  -2.93111  -2.09125  -8.88991
H  -2.47375  -1.48618  -9.57747
H  -3.84504  -2.37817  -9.25139
H  -2.35605  -2.92244  -8.73420
H  -3.05922  -1.57829  -7.99744
C  -2.44900  12.05924  0.33808
C  -1.66113  11.23207  1.34291
N  -1.95993  9.80022  1.28095
C  -1.46495  9.04487  2.38542
C  0.05580  8.97891  2.45830
C  -1.83035  9.17902  -0.03260
C  -0.45807  9.24911  -0.70417
H  -3.52040  11.89862  0.45323
H  -2.24553  13.11495  0.50597
H  -2.17142  11.83443  -0.69117
H  -1.91200  11.57976  2.34783
H  -0.59161  11.42720  1.20360
H  -1.86409  8.03014  2.36549
H  -1.84272  9.47926  3.31454
H  0.50007  8.28418  1.73446
H  0.38525  8.50954  3.56686
H  0.52538  9.95157  2.33658
H  -2.56326  9.64433  -0.69414
H  -2.14704  8.13745  0.04465
H  -0.00227  10.23603  -0.62045
H  -0.55973  9.02914  -1.76587
H  0.22434  8.50577  -0.28650
Br  0.50867  9.31471  5.02685
Al  -3.44331  -0.88861  -1.65869

Calculated values
Net charge = +3
LUMO energy = -0.404 Ha
Gap between HOMO and LUMO = 1.4 eV
E_HOMO = -12.338 eV
Electronic energy = -246961.261 eV
Energy above the lowest of the compared OMol25 structures with the same formula, charge and spin = 0.0000 eV

=====

Which value of electronic energy does entry 4 give?
-20162.785 eV

=====

Which formula does entry 1 have?
CH2O2S